A 3-piece molecular cluster, C23H36ClF5N2O6 overall. Source: the OMol25 dataset; level of theory: ωB97M-V/def2-TZVPD.

ORCA input file:
```
! RIJCOSX wB97M-V def2-TZVPD def2/J DEFGRID3
* xyz 0 1
Cl -1.937 0.565 3.644
F 2.167 1.860 2.782
F 3.047 0.026 2.055
F 4.266 1.466 3.107
F 4.190 1.123 0.086
F 4.512 2.986 1.137
O 7.877 -3.328 -4.965
O -8.249 3.312 0.868
O 6.191 -1.828 -4.920
O -6.570 1.843 0.516
O 7.054 -2.768 -3.049
O -6.975 2.469 2.541
N 1.344 -2.407 -2.485
N -2.063 -2.894 -0.997
C -7.754 3.202 3.507
C 6.953 -2.576 -4.363
C -0.744 -0.794 -0.134
C -1.472 -1.995 -0.604
C 1.179 1.821 -0.086
C -0.041 -1.130 1.194
C 0.278 -0.368 -1.239
C 0.880 -2.350 1.183
C 7.899 -3.209 -6.390
C 0.870 -1.532 -1.921
C -2.866 1.119 2.215
C 3.593 2.037 0.881
C 2.419 2.678 0.178
C -2.904 0.099 1.078
C 6.090 -2.059 -2.247
C -6.880 1.866 -0.883
C 3.278 1.331 2.238
C 4.770 -2.794 -2.187
C -9.037 2.477 3.846
C -7.356 2.613 1.272
C 1.419 -2.652 2.579
C 1.482 0.496 -0.784
C -1.840 0.306 -0.016
H 6.553 -1.995 -1.264
H -7.102 3.278 4.374
H 2.831 3.039 -0.772
H -0.285 0.168 -2.014
H 5.970 -1.052 -2.644
H -0.803 -1.273 1.965
H 2.175 -1.923 2.886
H -6.914 2.888 -1.252
H -2.337 0.336 -0.990
H 2.146 3.558 0.766
H 8.000 -2.168 -6.688
H 1.881 -3.641 2.611
H -2.404 2.055 1.894
H 6.986 -3.621 -6.819
H -8.824 1.463 4.186
H -9.559 3.006 4.643
H -7.836 1.380 -1.066
H -7.949 4.201 3.121
H -9.695 2.427 2.979
H 8.760 -3.783 -6.718
H 4.295 -2.838 -3.166
H 0.541 -0.258 1.519
H 0.533 2.415 -0.744
H 2.042 0.725 -1.699
H -3.894 0.185 0.620
H 0.628 1.676 0.845
H -1.367 1.279 0.111
H -2.851 -0.915 1.484
H 0.333 -3.219 0.802
H 4.917 -3.811 -1.823
H 1.721 -2.180 0.501
H 4.089 -2.280 -1.509
H 0.611 -2.640 3.318
H -6.082 1.313 -1.369
H -3.869 1.347 2.571
H 2.145 -0.131 -0.185
*
```

HOMO-LUMO gap, Ha: 0.4017
E_tot, a.u.: -2418.5126
HOMO energy, hartree: -0.3924
LUMO energy, eV: 0.2532
Relative energy (zero: lowest compared OMol25 entry of this formula, charge and spin), eV: 0.000

C5H8O6Rh as an isolated structure in a non-equilibrium geometry. Source: the OMol25 dataset; level of theory: ωB97M-V/def2-TZVPD.

ORCA input file:
```
! RIJCOSX wB97M-V def2-TZVPD def2/J DEFGRID3
* xyz 4 6
Rh 1.165 2.773 0.010
O -2.503 -2.477 0.139
O 2.549 1.474 0.156
O -0.621 2.485 0.251
O 2.548 -1.932 -0.865
O -1.810 0.832 1.122
O -2.679 2.322 -0.299
C -2.034 -1.362 0.091
C 2.842 0.182 0.064
C -2.726 -0.205 0.863
C 1.909 -0.724 -0.705
C -1.699 1.936 0.436
H -1.704 -1.058 -0.943
H -3.015 -0.625 1.839
H 3.069 -0.207 1.096
H -3.610 0.106 0.290
H 3.907 0.133 -0.301
H 1.667 -0.259 -1.676
H 0.761 -0.834 -0.239
H 1.983 -2.560 -1.329
*
```

HOMO-LUMO gap (alpha / beta), Ha: 0.3184 / 0.2454
E_tot, a.u.: -754.8791
HOMO energy (alpha / beta), hartree: -1.0278 / -1.0224
LUMO energy (alpha / beta), eV: -19.3046 / -21.1444

C36H35B2F21O30SnY as an isolated structure in a non-equilibrium geometry. Source: the OMol25 dataset; level of theory: ωB97M-V/def2-TZVPD.

ORCA input file:
```
! RIJCOSX wB97M-V def2-TZVPD def2/J DEFGRID3
* xyz 3 1
Sn 0.884 4.245 -10.061
Y 3.671 0.625 6.302
F 1.425 -7.245 5.826
F 0.508 -5.477 6.735
F 5.296 -3.590 -9.949
F -5.900 -0.113 -7.506
F 6.757 -4.679 4.193
F 8.345 -5.000 2.589
F -7.948 -0.159 -7.217
F 0.905 6.143 3.797
F 8.663 -3.552 4.178
F -7.879 7.661 1.935
F -0.567 -6.538 5.211
F -6.919 1.278 -8.505
F -4.092 0.255 10.075
F -8.606 6.226 3.336
F -3.601 -1.247 8.404
F -0.564 7.458 4.649
F 4.215 -2.390 -8.392
F -3.048 0.874 8.383
F 5.600 -1.491 -9.669
F -6.455 6.474 3.107
F -1.201 5.591 3.624
O 3.418 -3.136 -11.545
O -1.580 -0.560 -0.803
O -1.633 -0.650 1.446
O 1.965 -4.268 4.898
O -0.911 1.078 -5.051
O -1.020 0.874 -2.762
O 5.043 3.794 -0.283
O 6.607 5.528 -0.601
O 1.249 -0.060 1.211
O 7.373 5.625 1.531
O 1.485 -6.040 3.539
O -6.549 4.532 1.447
O 5.181 3.560 1.936
O -0.192 -1.401 -2.662
O 0.648 0.020 -1.071
O 0.430 4.191 5.960
O 4.375 5.499 -1.734
O 3.009 -1.017 -10.752
O -0.726 -0.205 9.280
O -0.950 5.922 6.766
O -6.381 -2.127 -9.354
O 0.082 -1.602 -4.970
O -8.622 5.142 0.681
O 7.199 -3.019 1.168
O 2.926 5.344 -3.500
O -7.929 -0.674 -10.244
O 5.922 4.041 -2.506
O -1.944 -1.032 10.967
O 6.443 -2.100 3.176
O 4.963 3.438 -4.428
C -0.300 -1.026 -3.955
C -0.252 6.158 4.433
C 5.514 4.146 0.866
C -1.171 -0.620 13.215
C -0.135 5.348 5.797
C 7.076 -1.867 0.446
C -6.412 3.552 0.452
C -3.239 -0.147 9.188
C 3.519 -2.127 -10.658
C -2.165 6.114 8.853
C -6.985 0.043 -8.140
C -7.604 6.460 2.482
C -1.031 -0.545 0.373
C 0.644 -6.169 5.628
C -7.110 -0.914 -9.408
C -6.985 2.203 0.935
C 0.452 -0.098 0.217
C 6.970 -2.332 -1.023
C -6.460 -4.402 -10.001
C 2.466 -5.788 2.520
C 7.734 -4.113 3.383
C 6.628 5.191 0.704
C 2.607 -3.200 -12.733
C 1.817 -6.125 1.162
C -6.208 -2.959 -10.483
C -1.793 -0.518 9.777
C -0.934 -1.359 11.947
C -0.771 0.443 -4.014
C 5.066 4.136 -3.400
C 7.093 -2.931 2.534
C 4.647 -2.426 -9.688
C -7.647 5.324 1.426
C 1.237 -3.890 -12.446
C 3.971 5.044 -2.869
C 1.439 -5.395 4.596
C -0.915 5.460 8.162
B -0.566 -0.241 -1.829
B 5.557 4.717 -1.302
H -5.205 -2.718 -10.834
H -7.442 -4.515 -9.543
H 0.707 -3.244 -11.747
H -6.753 1.357 0.288
H 2.665 -6.289 0.497
H 1.190 -7.017 1.179
H -5.740 -4.761 -9.266
H 3.368 -6.307 2.841
H 7.872 -1.139 0.603
H -1.131 4.392 8.178
H 7.031 -1.492 -1.716
H 6.070 -2.892 -1.275
H -6.987 -2.793 -11.226
H -6.487 -5.126 -10.816
H 3.044 -3.849 -13.491
H -5.387 3.298 0.180
H 7.755 -3.071 -1.185
H 1.193 -5.383 0.664
H -2.353 5.979 9.918
H -0.268 -0.551 13.822
H -3.053 5.788 8.311
H -1.745 0.293 13.056
H -1.771 -1.325 13.791
H -0.021 5.745 8.717
H -2.206 7.181 8.632
H -8.072 2.206 1.021
H 0.670 -3.804 -13.373
H 6.122 -1.360 0.587
H -6.973 3.878 -0.423
H -1.153 -2.424 12.029
H 0.065 -1.157 11.560
H 1.362 -4.911 -12.085
H -6.583 1.825 1.876
H 2.827 -4.764 2.420
H 2.274 -2.238 -13.125
*
```

HOMO-LUMO gap, Ha: 0.0449
E_tot, a.u.: -6048.2440
HOMO energy, hartree: -0.5301
LUMO energy, eV: -13.2034

A 2-piece molecular cluster, C5H14NS overall in a non-equilibrium geometry. Source: the OMol25 dataset; level of theory: ωB97M-V/def2-TZVPD.

ORCA input file:
```
! RIJCOSX wB97M-V def2-TZVPD def2/J DEFGRID3
* xyz 1 1
S -0.789 0.652 -0.958
N 1.153 -0.331 1.215
C 1.693 0.944 1.625
C -1.978 1.102 0.349
C 1.882 1.987 0.757
C -1.266 -1.088 -1.334
C -0.030 -1.855 -1.830
H 0.340 -0.122 0.533
H -3.014 0.972 -0.026
H 0.745 -0.890 1.988
H -0.278 -2.912 -2.076
H -1.620 -1.561 -0.430
H -2.083 -1.017 -2.090
H 0.718 -1.900 -1.022
H -1.829 2.169 0.644
H 0.451 -1.408 -2.675
H 1.467 1.941 -0.228
H 1.966 0.913 2.639
H 1.834 -0.924 0.795
H -1.791 0.429 1.154
H 2.426 2.900 0.969
*
```

HOMO-LUMO gap, Ha: 0.3569
E_tot, a.u.: -651.5565
HOMO energy, hartree: -0.4797
LUMO energy, eV: -3.3420
Relative energy (zero: lowest compared OMol25 entry of this formula, charge and spin), eV: 1.524

What is the E_tot in the first record? -2418.5126 a.u.

Copy entry 1 word for word.
A 3-piece molecular cluster, C23H36ClF5N2O6 overall. Source: the OMol25 dataset; level of theory: ωB97M-V/def2-TZVPD.

ORCA input file:
```
! RIJCOSX wB97M-V def2-TZVPD def2/J DEFGRID3
* xyz 0 1
Cl -1.937 0.565 3.644
F 2.167 1.860 2.782
F 3.047 0.026 2.055
F 4.266 1.466 3.107
F 4.190 1.123 0.086
F 4.512 2.986 1.137
O 7.877 -3.328 -4.965
O -8.249 3.312 0.868
O 6.191 -1.828 -4.920
O -6.570 1.843 0.516
O 7.054 -2.768 -3.049
O -6.975 2.469 2.541
N 1.344 -2.407 -2.485
N -2.063 -2.894 -0.997
C -7.754 3.202 3.507
C 6.953 -2.576 -4.363
C -0.744 -0.794 -0.134
C -1.472 -1.995 -0.604
C 1.179 1.821 -0.086
C -0.041 -1.130 1.194
C 0.278 -0.368 -1.239
C 0.880 -2.350 1.183
C 7.899 -3.209 -6.390
C 0.870 -1.532 -1.921
C -2.866 1.119 2.215
C 3.593 2.037 0.881
C 2.419 2.678 0.178
C -2.904 0.099 1.078
C 6.090 -2.059 -2.247
C -6.880 1.866 -0.883
C 3.278 1.331 2.238
C 4.770 -2.794 -2.187
C -9.037 2.477 3.846
C -7.356 2.613 1.272
C 1.419 -2.652 2.579
C 1.482 0.496 -0.784
C -1.840 0.306 -0.016
H 6.553 -1.995 -1.264
H -7.102 3.278 4.374
H 2.831 3.039 -0.772
H -0.285 0.168 -2.014
H 5.970 -1.052 -2.644
H -0.803 -1.273 1.965
H 2.175 -1.923 2.886
H -6.914 2.888 -1.252
H -2.337 0.336 -0.990
H 2.146 3.558 0.766
H 8.000 -2.168 -6.688
H 1.881 -3.641 2.611
H -2.404 2.055 1.894
H 6.986 -3.621 -6.819
H -8.824 1.463 4.186
H -9.559 3.006 4.643
H -7.836 1.380 -1.066
H -7.949 4.201 3.121
H -9.695 2.427 2.979
H 8.760 -3.783 -6.718
H 4.295 -2.838 -3.166
H 0.541 -0.258 1.519
H 0.533 2.415 -0.744
H 2.042 0.725 -1.699
H -3.894 0.185 0.620
H 0.628 1.676 0.845
H -1.367 1.279 0.111
H -2.851 -0.915 1.484
H 0.333 -3.219 0.802
H 4.917 -3.811 -1.823
H 1.721 -2.180 0.501
H 4.089 -2.280 -1.509
H 0.611 -2.640 3.318
H -6.082 1.313 -1.369
H -3.869 1.347 2.571
H 2.145 -0.131 -0.185
*
```

HOMO-LUMO gap, Ha: 0.4017
E_tot, a.u.: -2418.5126
HOMO energy, hartree: -0.3924
LUMO energy, eV: 0.2532
Relative energy (zero: lowest compared OMol25 entry of this formula, charge and spin), eV: 0.000

Number 4 is which compound? C5H14NS

What is the formula in the fourth record? C5H14NS